Arrangement i

The following is a quantum chemistry calculation of one molecule with the formula C6H12O2, from OMol25.

Element x y z (Å)
C1 1.67789 1.26429 0.88080
C2 0.64737 0.54036 0.52006
C3 0.12266 -0.68507 1.68064
O1 -0.36756 -1.95503 1.37403
C4 -0.18126 0.25284 -0.61614
C5 0.27605 -0.91451 -1.47592
C6 -1.68388 0.35367 -0.43265
O2 0.16352 1.66777 -1.46574
H1 2.09571 2.01358 0.22710
H2 2.08453 1.19227 1.87971
H3 1.03300 -0.86853 2.25062
H4 -0.57736 -0.11250 2.29876
H5 -1.29327 -1.89157 1.11544
H6 -0.21116 -0.84262 -2.44710
H7 0.00076 -1.87295 -1.03971
H8 1.35455 -0.88748 -1.62355
H9 -2.10687 0.65336 -1.38929
H10 -1.94078 1.11507 0.30011
H11 -2.12570 -0.60401 -0.16081
H12 1.03180 1.58107 -1.87636

Summary:
SMILES   C=C(CO)C(C)(C)O
Frontier orbital gap   10.02 eV
Charge   0
Lowest unoccupied orbital energy   0.74 eV
HOMO level   -9.3 eV



Arrangement ii

The following is a quantum chemistry calculation of a 2-piece molecular cluster, C6H12O2 overall, from OMol25.

Element x y z (Å)
C1 2.26794 -0.96639 -0.19712
C2 1.07093 -0.35140 0.52222
C3 -0.24643 -0.69910 -0.13885
O1 -0.35283 -1.34809 -1.14823
C4 -1.48533 -0.50696 0.79040
C5 -1.52132 0.80046 1.57049
H1 2.32040 -0.62820 -1.22477
H2 3.19212 -0.70086 0.30863
H3 2.18001 -2.04733 -0.20171
H4 1.04295 -0.68444 1.55665
H5 1.14662 0.74418 0.52245
H6 -2.37772 -0.61613 0.17283
H7 -1.44367 -1.35581 1.48587
H8 -1.49304 1.65108 0.89058
H9 -2.44962 0.85617 2.14357
H10 -0.68474 0.87271 2.26450
C6 -0.28855 1.21452 -2.31397
O2 -0.82028 1.83436 -1.42725
H11 -0.86163 0.76808 -3.14052
H12 0.80421 1.16317 -2.43576

Summary:
SMILES   CCC(=O)CC.C=O
Frontier orbital gap   10.28 eV
Charge   0
Lowest unoccupied orbital energy   0.83 eV
HOMO level   -9.5 eV



Arrangement iii

The following is a quantum chemistry calculation of C6H12O2 as an isolated structure, from OMol25.

Element x y z (Å)
C1 -0.46491 1.09344 -0.16139
C2 1.24937 0.20495 -0.43970
C3 -0.37954 2.31902 0.69488
C4 -0.88900 -1.65111 -1.29754
C5 -0.50823 -1.15118 0.07066
C6 -0.17928 -1.94298 1.13015
O1 -1.14727 0.06912 0.46055
O2 2.03439 0.27813 0.72858
H1 1.92250 1.14880 1.13087
H2 -0.77717 1.25574 -1.19407
H3 1.55730 -0.70083 -0.96367
H4 1.59514 0.95242 -1.16074
H5 0.07481 2.07956 1.66467
H6 0.19934 3.10552 0.20469
H7 -1.37794 2.71281 0.92614
H8 -1.94233 -1.94202 -1.29727
H9 -0.74594 -0.89686 -2.07545
H10 -0.27987 -2.51958 -1.55947
H11 0.47372 -2.79648 1.00292
H12 -0.41510 -1.61846 2.13518

Summary:
Frontier orbital gap   9.47 eV
Charge   0
Lowest unoccupied orbital energy   0.90 eV
HOMO level   -8.6 eV



Arrangement iv

The following is a quantum chemistry calculation of a 2-piece molecular cluster, C6H12O2 overall, from OMol25.

Element x y z (Å)
C1 1.58916 2.95537 -0.96062
C2 1.98786 1.65327 -0.40079
C3 1.73093 1.40898 1.07893
O1 2.69914 0.84104 -1.01712
H1 2.45531 3.60901 -1.15848
H2 0.88916 3.49020 -0.29687
H3 1.07904 2.74833 -1.91640
H4 2.47985 2.02714 1.60200
H5 1.87846 0.35556 1.37074
H6 0.72520 1.72607 1.40231
C4 -1.70253 -2.50552 -1.18457
C5 -2.00950 -2.58608 0.25450
C6 -1.66115 -1.41129 1.12844
O2 -2.50195 -3.58646 0.70815
H7 -2.42854 -1.88712 -1.73874
H8 -1.65668 -3.50165 -1.65599
H9 -0.70826 -2.03410 -1.26083
H10 -0.81427 -0.80558 0.76440
H11 -1.45912 -1.70744 2.17156
H12 -2.57214 -0.78973 1.10933

Summary:
SMILES   CC(C)=O.CC(C)=O
Frontier orbital gap   10.21 eV
Charge   0
Lowest unoccupied orbital energy   0.58 eV
HOMO level   -9.6 eV



Verdict on stability: arrangement iv comes out on top.



Arrangement i

The following is a quantum chemistry calculation of a 2-piece molecular cluster, C6H12O2 overall, from OMol25.

Element x y z (Å)
C1 1.44211 1.70489 1.19814
C2 0.41533 1.30511 0.43860
C3 0.25691 1.87478 -0.95616
C4 -0.52749 0.23261 0.79762
C5 -1.08889 -0.65123 -0.37384
C6 -2.04615 -1.89527 -0.08384
O1 -1.85263 -2.87538 -0.66878
H1 2.27785 2.28335 0.99580
H2 1.33520 1.43358 2.17339
H3 0.63987 1.24551 -1.67474
H4 0.65530 2.88963 -0.96663
H5 -0.74324 2.02882 -1.15842
H6 -0.11748 -0.36602 1.56700
H7 -1.53697 0.55785 1.24581
H8 -0.28099 -0.92600 -0.91230
H9 -1.70326 0.03374 -1.09988
H10 -2.90878 -1.83643 0.51539
O2 1.95410 -1.97457 -0.28192
H11 2.52875 -2.55153 0.07130
H12 1.30046 -2.51343 -0.82654

Summary:
SMILES   C=C(C)CCC=O.O
Frontier orbital gap   9.79 eV
Charge   0
Lowest unoccupied orbital energy   0.80 eV
HOMO level   -9.0 eV



Arrangement ii

The following is a quantum chemistry calculation of one molecule with the formula C6H12O2, from OMol25.

Element x y z (Å)
C1 -1.05221 -0.15546 -1.82834
C2 -1.19770 -0.02423 -0.34014
C3 -2.60688 -0.08781 0.19306
C4 -0.18018 0.16878 0.52881
C5 1.31328 0.22910 0.35020
C6 2.02386 -0.57210 1.43952
O1 1.74726 -0.24324 -0.89894
O2 1.69914 1.58514 0.42412
H1 -0.48920 0.68639 -2.24264
H2 -2.02478 -0.14043 -2.33187
H3 -0.56218 -1.09741 -2.09130
H4 -2.92916 0.89894 0.54081
H5 -3.31822 -0.42362 -0.56824
H6 -2.67424 -0.79761 1.02500
H7 -0.46592 0.30865 1.57276
H8 1.72372 -1.62547 1.42513
H9 3.11022 -0.54573 1.29189
H10 1.82704 -0.15787 2.43509
H11 1.40244 0.41238 -1.52400
H12 2.65372 1.58160 0.59904

Summary:
SMILES   CC(C)=CC(C)(O)O
Frontier orbital gap   9.94 eV
Charge   0
Lowest unoccupied orbital energy   0.85 eV
HOMO level   -9.1 eV



Verdict on stability: arrangement ii comes out on top.



Arrangement i

The following is a quantum chemistry calculation of a 2-piece molecular cluster, C6H12O2 overall, from OMol25.

Element x y z (Å)
C1 -1.35161 1.16229 2.56291
C2 -0.42918 0.42168 1.59345
C3 -0.59344 0.92055 0.18525
O1 0.07162 1.79532 -0.32786
H1 -1.06065 2.21037 2.64167
H2 -1.28438 0.70385 3.55520
H3 -2.39124 1.09541 2.24476
H4 0.61382 0.52679 1.89774
H5 -0.70336 -0.63966 1.58450
H6 -1.63400 0.73402 -0.21280
C4 0.53913 -0.39216 -2.65150
C5 1.16100 -0.48859 -1.28056
C6 0.85223 -1.76140 -0.45757
O2 -0.20909 -2.34470 -0.57090
H7 1.16133 0.18013 -3.33076
H8 -0.43685 0.06270 -2.59748
H9 0.38221 -1.36076 -3.11706
H10 1.71694 0.31962 -0.80767
H11 2.11797 -1.29213 -1.36769
H12 1.47756 -1.85333 0.45639

Summary:
SMILES   CCC=O.CCC=O
Frontier orbital gap   10.40 eV
Charge   0
Lowest unoccupied orbital energy   0.82 eV
HOMO level   -9.6 eV



Arrangement ii

The following is a quantum chemistry calculation of one molecule with the formula C6H12O2, from OMol25.

Element x y z (Å)
C1 -0.27035 -0.34522 0.21859
C2 1.28947 1.06038 -1.35399
C3 -0.97787 0.88671 0.79383
C4 -0.04637 -1.37046 1.33691
C5 -1.09713 -0.95402 -0.91954
C6 1.14912 0.01533 -0.31530
O1 1.04046 2.30944 -1.11647
O2 1.98808 0.74665 0.49340
H1 1.08523 2.33221 -0.11517
H2 1.64476 0.87923 -2.36862
H3 1.59566 -0.91554 -0.71269
H4 -1.90159 0.59059 1.29502
H5 -0.33959 1.38123 1.52824
H6 -0.59812 -1.82617 -1.34947
H7 0.41641 -2.28091 0.94833
H8 -0.99651 -1.64739 1.79915
H9 0.61326 -0.95401 2.09940
H10 -1.25537 1.60161 0.01522
H11 -1.26624 -0.22991 -1.72232
H12 -2.07333 -1.27973 -0.55453

Summary:
Frontier orbital gap (alpha / beta)   8.78 / 8.78 eV
Charge   0
Lowest unoccupied orbital energy (alpha / beta)   -0.13 / -0.13 eV
HOMO level (alpha / beta)   -8.9 / -8.9 eV



Verdict on stability: arrangement ii comes out on top.



Arrangement i

The following is a quantum chemistry calculation of an isolated ion of composition ClF2OS and charge +1, from OMol25.

Element x y z (Å)
O1 0.73095 1.20706 0.79750
F1 0.73779 -1.41400 0.56422
F2 0.42640 0.11324 -1.37720
S1 0.04189 0.17424 0.05255
Cl1 -1.93703 -0.08053 -0.03707

Summary:
Frontier orbital gap   10.94 eV
Charge   +1
Lowest unoccupied orbital energy   -8.92 eV
HOMO level   -19.9 eV



Arrangement ii

The following is a quantum chemistry calculation of a 2-piece molecular cluster, ClF2OS overall, from OMol25.

Element x y z (Å)
O1 0.50629 0.21630 -1.27604
F1 -0.46314 -1.09471 1.30365
F2 -0.90352 1.47976 0.24402
S1 0.52521 0.88446 -0.06517
Cl1 -1.05259 -2.50350 0.62366

Summary:
Frontier orbital gap   7.00 eV
Charge   +1
Lowest unoccupied orbital energy   -9.50 eV
HOMO level   -16.5 eV



Verdict on stability: arrangement i comes out on top.